Model 1:
Below is a gas-phase ion, C3H10NS (charge +1), with properties calculated with the ωB97M-V functional and the def2-TZVPD basis.

Computed properties:
Orbital gap (eV): 9.31

ORCA input file:
```
! wB97M-V def2-TZVPD RIJCOSX def2/J DEFGRID3
* xyz 1 1
C 0.59 1.36 0.62
N 0.12 2.42 -0.11
H 0.18 1.20 1.62
H 1.68 1.33 0.62
H -0.76 2.39 -0.58
H 0.79 3.09 -0.44
C -1.06 -1.19 -1.38
S 0.10 -0.45 -0.17
C 0.34 -1.74 1.09
H -0.39 -1.70 -2.03
H -1.79 -1.82 -0.88
H -1.53 -0.40 -1.96
H 0.73 -1.30 2.00
H 1.11 -2.40 0.68
H -0.59 -2.27 1.23
*
```

---

Model 2:
Below is 2 unconnected molecules or ions with the total composition C3H10NS, with properties calculated with the ωB97M-V functional and the def2-TZVPD basis.

Computed properties:
Orbital gap (eV): 3.05

ORCA input file:
```
! wB97M-V def2-TZVPD RIJCOSX def2/J DEFGRID3
* xyz 1 1
C 1.00 0.73 1.47
C -0.26 1.43 1.04
C -0.48 1.27 -0.41
S -0.20 -0.43 -0.94
N 0.69 -0.62 1.93
H 1.37 1.08 2.50
H 1.83 0.90 0.72
H -1.11 1.12 1.68
H 0.04 2.44 1.44
H -1.50 1.83 -0.65
H 0.07 1.90 -1.16
H -1.29 -4.82 -5.64
H 1.50 -1.19 2.32
H 0.18 -1.12 1.04
H -1.84 -4.54 -5.34
*
```

---

From most stable to least stable, the computed energies give model 1, model 2.

---

Model 1:
Below is 2 unconnected molecules or ions with the total composition C5H8ClF, with properties calculated with the ωB97M-V functional and the def2-TZVPD basis.

Computed properties:
Orbital gap (spin up / spin down) (eV): 7.87 / 8.93

ORCA input file:
```
! wB97M-V def2-TZVPD RIJCOSX def2/J DEFGRID3
* xyz 0 1
C 0.65 0.61 -0.61
C 1.19 -0.52 -0.50
C 0.89 2.02 -0.34
C 0.72 -1.95 -0.81
C -2.26 0.32 -0.05
F -2.12 1.49 0.60
Cl 3.05 -0.69 -0.17
H 0.94 2.53 -1.31
H 0.23 2.53 0.31
H 1.92 2.01 0.20
H 1.35 -2.57 -0.26
H 0.84 -1.98 -1.89
H -0.31 -1.75 -0.62
H -1.94 0.23 -1.12
H -2.91 -0.43 0.47
*
```

---

Model 2:
Below is C5H8ClF in the gas phase, with properties calculated with the ωB97M-V functional and the def2-TZVPD basis.

Computed properties:
Orbital gap (spin up / spin down) (eV): 8.89 / 7.21

ORCA input file:
```
! wB97M-V def2-TZVPD RIJCOSX def2/J DEFGRID3
* xyz 0 1
C 0.63 0.43 -1.06
C -0.49 0.05 -0.23
C 2.09 0.46 -0.21
C -0.72 -1.41 -0.08
C -1.08 0.99 0.77
F 1.92 1.34 0.81
Cl 2.44 -1.12 0.43
H 0.86 -0.30 -1.83
H 0.54 1.36 -1.48
H -1.57 -1.57 0.64
H 0.15 -2.03 0.25
H -1.10 -1.96 -0.94
H -1.42 1.98 0.21
H -0.31 1.16 1.49
H -1.94 0.62 1.24
*
```

---

From most stable to least stable, the computed energies give model 2, model 1.